The following is a DFT calculation (wB97M-V/def2-TZVPD) of C41H45N7OReSi as an isolated structure at a distorted geometry.

```
96
Properties=species:S:1:pos:R:3:forces:R:3
Re -0.09429 0.60267 0.63442 0.1 0.4 -0.7
N -2.00669 -0.02163 4.60592 -0.1 -0.2 -0.1
C -1.25379 0.36487 3.56392 -0.1 0.5 0.6
O -0.90619 -0.44933 2.71312 0.5 -0.1 -0.9
C -0.81819 1.79957 3.46282 0.2 0.0 -0.2
C 0.34041 1.85747 2.46502 -0.4 -0.5 -0.2
H -2.31309 -0.98173 4.64782 0.0 0.1 0.0
H -2.35689 0.62537 5.28802 0.1 0.1 0.0
H -0.53889 2.17877 4.45362 -0.1 0.0 0.0
H -1.66869 2.39237 3.10912 -0.1 0.0 0.1
H 1.24391 1.47987 2.94992 -0.1 0.0 -0.2
H 0.52951 2.89687 2.18372 0.0 -0.2 -0.1
C -5.45149 -1.96043 0.66022 0.1 0.0 0.0
C -5.67759 -0.68763 0.15812 -0.1 0.0 -0.1
C -4.65439 0.23117 0.08112 0.3 0.1 0.0
C -3.36809 -0.08893 0.54772 -1.5 -1.1 0.2
C -3.14789 -1.38563 1.02362 0.4 0.4 0.1
C -4.17289 -2.30783 1.06592 -0.3 -0.1 0.0
N -2.37339 0.88427 0.56112 2.0 2.9 -0.3
N -2.90209 2.07947 0.50182 -1.0 -3.1 0.6
C -2.15829 3.17567 0.38182 1.8 1.8 -0.3
C -2.81239 4.42347 0.52952 0.1 -0.8 0.0
C -2.09919 5.57487 0.33832 0.5 0.2 -0.1
C -0.75219 5.48187 -0.02718 -0.4 0.0 0.0
C -0.18069 4.22737 -0.13638 0.3 0.2 -0.2
N -0.84029 3.10597 0.09162 -0.7 -1.1 1.0
H -6.26239 -2.66903 0.74082 0.0 -0.1 -0.1
H -6.66489 -0.40713 -0.17688 -0.1 0.0 -0.1
H -4.82599 1.21447 -0.33138 -0.1 -0.1 0.0
H -2.17069 -1.65273 1.38272 0.0 0.0 0.0
H -3.97869 -3.30933 1.42492 0.1 0.0 0.1
H -3.85599 4.42617 0.80002 -0.1 0.0 0.0
H -2.57069 6.53977 0.45312 0.0 0.1 0.0
H -0.17209 6.36657 -0.22978 0.1 0.1 0.0
H 0.84801 4.10947 -0.44458 0.2 0.0 0.0
C 4.14581 -1.92403 1.35852 -0.3 0.5 0.0
Si 3.16571 -0.37143 1.91432 0.6 0.0 0.4
C 4.50341 0.96727 2.22032 -0.5 -0.5 -0.1
C 2.32301 -0.81033 3.57562 0.1 0.2 -0.6
N 2.07421 0.28437 0.71342 -2.0 0.0 0.3
C 2.80991 0.86597 -0.33268 0.3 0.2 -0.3
C 3.51231 0.09017 -1.25618 -0.2 0.1 0.1
C 4.21101 0.68297 -2.29038 0.2 0.0 -0.2
C 4.25361 2.06187 -2.41398 0.0 0.1 -0.1
C 3.60251 2.84697 -1.47278 0.0 0.1 0.0
C 2.89391 2.25697 -0.44558 0.1 -0.2 0.0
H 4.24991 -2.61743 2.18692 0.0 -0.1 0.2
H 5.14171 -1.63073 1.04462 0.2 0.1 -0.1
H 3.69171 -2.46573 0.53732 -0.1 0.0 -0.1
H 5.13791 0.70967 3.06262 0.1 -0.1 0.2
H 4.06251 1.94127 2.40882 -0.2 0.2 0.1
H 5.13971 1.07317 1.34672 0.1 0.0 -0.2
H 2.61671 -1.80393 3.89642 0.1 -0.2 0.0
H 1.24331 -0.80103 3.50362 -0.2 0.0 0.0
H 2.61301 -0.11903 4.36082 0.1 0.2 0.1
H 3.47561 -0.98223 -1.17088 -0.1 -0.2 0.0
H 4.73581 0.06037 -3.00568 0.0 0.0 0.0
H 4.78821 2.51897 -3.23408 0.1 0.0 0.0
H 3.66191 3.92527 -1.53508 0.0 0.1 0.0
H 2.39491 2.85617 0.30412 0.0 0.0 0.1
N -1.11219 0.80647 -9.06838 -0.1 0.0 -0.3
C -0.83439 0.94137 -7.96298 -0.2 -0.1 -0.7
C -0.50389 1.08847 -6.60038 0.2 0.1 1.0
C -1.36259 1.78737 -5.74658 0.1 -0.1 -0.3
C -1.06259 1.88597 -4.40928 0.1 0.0 0.0
C 0.09351 1.28357 -3.89738 -0.2 0.0 -0.5
C 0.96491 0.60827 -4.75828 -0.1 0.1 0.1
C 0.66571 0.50997 -6.09748 -0.2 0.0 -0.2
C 0.27601 1.25767 -2.50468 0.2 0.0 1.1
C 0.24541 1.09927 -1.29788 -0.1 -0.1 -0.1
H -2.26749 2.22717 -6.13948 0.0 0.0 -0.1
H -1.72909 2.39967 -3.73108 0.0 0.0 0.0
H 1.85301 0.14597 -4.35358 0.0 0.0 0.1
H 1.31651 -0.03193 -6.76748 0.0 0.0 0.0
C 0.51741 -5.35803 1.76652 0.0 0.1 0.1
N 0.46761 -3.95683 2.10222 0.1 0.0 0.1
C -0.73679 -3.61423 2.80862 0.2 0.0 0.0
C 0.91631 -2.99513 1.11412 0.0 0.1 -0.2
C 0.03691 -2.68083 -0.08738 0.1 0.0 0.2
C -0.19959 -3.72473 -0.98408 0.0 -0.1 0.0
C -0.99269 -3.56523 -2.10078 0.0 -0.2 0.0
C -1.58449 -2.33593 -2.31488 -0.1 0.2 0.0
C -1.33979 -1.28813 -1.44718 -0.1 0.0 -0.2
C -0.48609 -1.40873 -0.34108 0.1 0.6 1.0
H 0.55051 -5.92933 2.69852 0.0 -0.1 -0.1
H 1.42521 -5.57103 1.20512 0.0 -0.1 -0.1
H -0.35579 -5.70723 1.19382 0.0 0.0 -0.1
H -0.81799 -4.26003 3.68502 -0.1 0.0 0.0
H -1.64289 -3.74243 2.19682 -0.1 0.0 0.0
H -0.67429 -2.58063 3.13742 -0.1 0.0 0.0
H 1.87111 -3.37203 0.74092 0.0 0.1 0.1
H 1.09331 -2.05973 1.64382 0.1 0.0 0.0
H 0.26251 -4.68393 -0.80338 0.1 -0.1 0.0
H -1.14859 -4.38573 -2.78848 0.0 0.0 0.0
H -2.22819 -2.16673 -3.16528 -0.1 0.0 -0.1
H -1.83739 -0.35493 -1.67578 0.1 0.1 0.0
```
Forces are in eV/Å.

Values from the calculation:
DFT total energy = -2415.5112 Eh
Total charge = 0
Spin multiplicity = 2
HOMO level (spin up / spin down) = -7.14 / -7.32 eV
<S²> = 0.852